Molecular formula: C5H32N2O12
Method: DFT, wB97M-V/def2-TZVPD

```
51
C5H32N2O12 (wB97M-V/def2-TZVPD)
C 3.57 -1.06 -1.54
C 2.98 -0.03 -0.95
C 2.12 0.97 -1.66
C 0.99 1.54 -0.81
N -0.08 0.57 -0.57
C -1.13 0.85 0.21
N -2.08 -0.10 0.42
O -1.26 1.97 0.75
H 3.43 -1.28 -2.59
H 4.21 -1.76 -1.02
H 3.16 0.19 0.09
H 1.71 0.55 -2.58
H 2.72 1.82 -1.99
H 1.38 1.89 0.13
H 0.56 2.39 -1.34
H 0.00 -0.32 -1.02
H -2.94 0.25 0.83
H -2.17 -0.85 -0.25
O 0.44 -3.12 -0.32
H 0.74 -2.78 0.56
H 1.16 -2.91 -0.92
O 0.79 2.50 2.46
H 0.38 2.78 3.29
H 0.08 2.40 1.79
O 1.22 -2.26 2.19
H 1.78 -2.84 2.70
H 1.51 -1.31 2.41
O 1.94 0.07 3.18
H 1.61 0.92 2.80
H 1.41 0.00 4.01
O -1.94 -2.62 -1.45
H -2.44 -3.41 -1.66
H -1.10 -2.93 -1.03
O -1.22 -1.89 3.35
H -0.39 -2.16 2.91
H -1.69 -1.39 2.67
O -0.11 -1.13 -2.97
H -0.49 -0.24 -3.20
H -0.86 -1.70 -2.73
O -1.62 3.31 -1.63
H -2.59 3.13 -1.66
H -1.35 3.04 -0.71
O -1.25 1.43 -3.52
H -1.01 1.88 -4.32
H -1.23 2.15 -2.84
O -3.84 1.25 -2.32
H -3.18 1.18 -3.04
H -3.50 0.64 -1.64
O 0.01 -0.18 5.10
H -0.58 -0.73 4.52
H 0.15 -0.69 5.92
```

The value obtained for the energy is -1222.210928 hartree. As for the HOMO energy: -0.366 Eh. The total charge is 0. The HOMO-LUMO gap is 10.3 eV.


Molecular formula: C5H32N2O9S
Method: DFT, wB97M-V/def2-TZVPD

```
49
C5H32N2O9S (wB97M-V/def2-TZVPD)
C 2.97 3.59 0.12
N 3.93 2.46 0.27
C 3.30 1.17 0.32
C 2.37 0.65 -0.86
C 3.24 -0.32 -1.73
S 2.21 -1.47 -2.70
N 1.13 0.15 -0.42
C 0.09 1.09 0.10
H 2.81 3.95 -0.91
H 2.05 3.21 0.55
H 3.49 4.51 0.39
H 4.55 2.56 -0.53
H 4.10 0.42 0.38
H 2.74 1.06 1.25
H 2.31 1.46 -1.60
H 3.86 -1.05 -1.20
H 3.91 0.33 -2.29
H 2.60 -2.61 -2.10
H 1.03 -0.67 0.15
H 0.12 0.98 1.19
H -0.86 0.84 -0.34
H 0.45 2.09 -0.10
O -0.12 -1.99 1.56
H 0.69 -2.41 1.82
H -0.83 -2.61 1.36
O -3.39 1.28 3.19
H -3.21 1.00 4.09
H -3.30 0.39 2.80
O -5.55 -0.04 -0.38
H -5.13 0.67 -0.88
H -4.95 -0.78 -0.55
O -2.19 -1.00 -0.73
H -1.48 -0.91 -0.08
H -1.76 -0.93 -1.59
O -1.20 -3.53 -0.98
H -1.91 -2.89 -0.76
H -1.06 -3.31 -1.90
O -0.88 0.89 3.77
H 0.06 1.03 3.62
H -1.33 0.63 2.97
O -2.50 -2.15 -3.21
H -2.28 -1.37 -3.72
H -3.11 -2.82 -3.54
O -0.75 0.22 -3.24
H 0.04 0.24 -2.69
H -0.46 -0.26 -4.03
O -1.94 -1.45 4.01
H -1.25 -0.93 4.44
H -2.63 -1.37 4.69
```

The value obtained for the energy is -1394.456707 hartree. As for the HOMO energy: -0.306 Eh. The total charge is 0. The HOMO-LUMO gap is 8.5 eV.